No. 1
Computed, not measured: one molecule with the formula C10H18BBrO2 in a non-equilibrium geometry, with the ωB97M-V functional and the def2-TZVPD basis.

Calculated values
- maximum force (eV Å⁻¹) = 3.4
- ΔE to the lowest compared entry with this formula, charge and spin (kcal per mole) = 0.0
- net charge = 0
- structure (SMILES) = C/C=C/[C@H](Br)B1OC(C)(C)C(C)(C)O1
- gap between HOMO and LUMO (eV) = 9.92

```
32
Properties=species:S:1:pos:R:3:forces:R:3:mulliken_charge:R:1
B -0.393 0.716 -0.730 -1.38 -0.27 0.04 0.623
C 1.227 -1.148 -3.519 -0.09 -0.29 0.67 0.168
C 1.059 -0.227 -2.603 -1.71 2.01 0.85 -0.458
C 0.158 0.352 1.455 0.45 0.94 -0.23 1.486
C -1.370 0.455 1.255 -1.51 -0.23 1.55 1.721
C 2.491 -1.921 -3.501 1.13 0.93 2.47 -1.219
C 0.708 1.417 2.417 -0.18 -0.19 -3.43 -2.088
C 0.759 -1.058 1.758 -1.16 -0.07 -2.33 -1.824
C -2.109 1.714 1.784 0.01 0.11 3.36 -1.894
C -2.100 -0.793 1.732 -0.82 -0.27 0.62 -1.973
C -0.238 0.632 -2.298 2.36 -0.82 -1.37 -0.230
O 0.630 0.791 0.169 0.25 -0.28 -1.17 -0.635
O -1.638 0.486 -0.126 2.18 0.17 -2.02 -0.487
Br 0.015 2.357 -3.295 0.01 -0.08 0.66 -0.212
H 0.379 -1.470 -4.082 -0.30 -0.23 -0.75 0.365
H 1.905 -0.002 -1.980 0.18 0.36 0.32 0.194
H 2.358 -2.793 -2.884 -0.29 -0.83 -0.06 0.284
H 2.854 -2.206 -4.434 0.70 -0.44 -1.60 0.408
H 3.310 -1.393 -2.879 -1.19 -0.38 -1.36 0.271
H 1.714 1.608 2.095 0.82 -0.36 0.63 0.509
H 0.515 1.096 3.358 0.04 -0.55 3.24 0.470
H 0.219 2.341 2.197 -0.51 0.57 0.12 0.518
H 1.811 -0.875 1.872 0.56 -0.29 0.21 0.489
H 0.600 -1.830 0.872 0.23 1.71 1.76 0.239
H 0.294 -1.455 2.647 0.18 -0.19 0.35 0.448
H -3.198 1.578 1.883 0.38 -0.46 -0.34 0.368
H -2.013 2.683 1.349 0.62 0.28 -1.45 0.451
H -1.794 2.018 2.840 -0.35 -0.99 -0.96 0.360
H -1.635 -1.780 1.728 0.41 0.40 -0.70 0.421
H -2.952 -0.784 1.083 -0.68 -0.54 -0.27 0.514
H -2.510 -0.755 2.726 -0.02 0.57 0.68 0.350
H -1.059 0.248 -2.889 -0.33 -0.30 0.52 0.363
```
Positions in Å, forces in eV/Å.



No. 2
Computed, not measured: one molecule with the formula C10H18BN in a non-equilibrium geometry, with the ωB97M-V functional and the def2-TZVPD basis.

Calculated values
- maximum force (eV Å⁻¹) = 7.0
- net charge = 0
- structure (SMILES) = CC(C)N(B1C=CC=C1)C(C)C
- gap between HOMO and LUMO (eV) = 8.69

```
30
Properties=species:S:1:pos:R:3:forces:R:3:mulliken_charge:R:1
B 1.063 -0.029 -0.234 -3.06 1.70 1.37 0.232
C 2.146 1.196 -0.264 -2.95 0.19 -1.26 -0.546
C 2.029 -1.233 0.089 -2.18 0.75 -1.11 -0.396
C 3.324 0.647 -0.209 2.67 0.48 0.97 -0.223
C 3.251 -0.837 -0.056 0.68 2.52 0.12 -0.933
C -1.545 2.268 -1.086 -4.64 -4.75 2.17 -1.406
C -0.676 1.995 1.296 -3.14 -2.65 1.89 -1.810
C -1.342 -1.832 1.187 0.86 0.67 -0.98 -1.616
C -0.732 -2.268 -1.200 -0.23 -1.20 0.34 -1.228
C -1.299 1.205 0.144 -1.18 1.15 -0.09 0.319
C -1.242 -1.254 -0.172 -1.79 1.44 -2.37 0.255
N -0.505 0.039 -0.179 4.61 -1.35 -0.73 -0.167
H 1.938 2.213 -0.522 0.15 0.61 0.38 0.369
H 1.721 -2.191 0.191 -0.51 -3.01 0.52 0.738
H 4.297 1.203 -0.043 -1.12 -0.71 -0.73 0.295
H 4.156 -1.314 -0.037 1.90 -1.83 0.24 0.553
H -0.698 2.701 -1.297 4.73 2.23 -1.34 0.387
H -1.930 1.645 -1.938 0.24 0.94 0.59 0.335
H -2.259 3.026 -0.752 -0.08 -0.26 -0.19 0.393
H 0.040 2.590 1.023 3.91 3.79 -2.47 0.565
H -0.095 1.455 2.028 -0.45 -1.17 0.38 0.471
H -1.361 2.615 1.855 -0.60 0.08 0.01 0.401
H -1.992 -2.619 1.273 -1.49 -2.29 -0.20 0.502
H -0.362 -2.126 1.392 1.58 -0.76 0.97 0.331
H -1.666 -1.161 1.899 -0.47 1.89 1.53 0.451
H -1.198 -2.290 -2.200 0.15 0.50 0.52 0.283
H -0.818 -3.296 -0.805 -0.43 0.32 -0.04 0.385
H 0.323 -2.198 -1.284 0.95 0.35 -0.58 0.298
H -2.322 0.793 0.476 1.42 0.78 -0.53 0.351
H -2.245 -0.944 -0.574 0.46 -0.40 0.62 0.411
```
Positions in Å, forces in eV/Å.



No. 3
Computed, not measured: a 3-piece molecular cluster, C10H18Br7NO2P2 overall, with the ωB97M-V functional and the def2-TZVPD basis.

Calculated values
- maximum force (eV Å⁻¹) = 0.7
- ΔE to the lowest compared entry with this formula, charge and spin (kcal per mole) = 0.0
- net charge = 0
- structure (SMILES) = CC(=O)N(C)P(/C(Br)=C(\C)Br)#P(O)Br.BrCCBr.BrCCBr
- gap between HOMO and LUMO (eV) = 8.43

```
40
Properties=species:S:1:pos:R:3:forces:R:3:mulliken_charge:R:1
C -2.176 -2.612 -1.353 -0.03 0.24 -0.09 -0.994
C -1.082 -2.217 -0.404 0.14 -0.19 -0.02 0.197
O -0.084 -1.622 -0.717 -0.25 0.13 -0.01 -0.566
N -1.275 -2.717 0.937 0.43 0.33 0.24 0.616
C -0.438 -3.917 1.185 -0.25 -0.26 -0.21 -1.202
P -1.129 -1.607 2.260 0.11 -0.03 -0.12 -0.195
C -1.502 0.032 1.589 0.46 0.55 -0.04 -0.183
Br -3.228 0.307 0.849 -0.02 -0.03 -0.11 -0.045
C -0.616 1.041 1.710 -0.13 -0.51 0.21 0.690
C 0.793 0.928 2.233 -0.04 -0.07 -0.02 -1.107
Br -1.051 2.809 1.233 -0.12 0.10 -0.21 -0.115
P -3.015 -1.823 3.479 -0.02 -0.21 0.03 0.276
O -2.257 -2.618 4.711 0.09 0.28 0.28 -0.475
Br -3.887 -3.586 2.441 -0.22 -0.08 -0.05 -0.205
H -2.104 -3.691 -1.537 -0.03 0.11 0.05 0.309
H -3.148 -2.416 -0.892 0.15 -0.06 -0.07 0.277
H -2.068 -2.066 -2.292 -0.02 -0.12 0.10 0.331
H -0.184 -4.388 0.228 -0.08 0.08 0.16 0.395
H 0.497 -3.671 1.697 -0.07 -0.02 -0.04 0.390
H -1.012 -4.642 1.772 0.15 0.13 0.00 0.303
H 1.484 0.831 1.386 -0.13 0.04 0.12 0.030
H 1.064 1.831 2.786 -0.06 -0.15 -0.08 0.437
H 0.907 0.058 2.882 0.01 0.06 -0.14 0.447
H -1.331 -2.334 4.778 -0.09 -0.25 -0.02 0.337
Br -2.387 1.794 -2.837 -0.01 -0.05 -0.01 -0.117
C -0.905 2.842 -3.528 -0.06 -0.06 0.01 -0.600
C -0.277 3.678 -2.447 0.02 0.05 0.02 -0.213
Br -1.414 5.173 -1.951 0.02 0.03 0.06 -0.129
H -1.307 3.449 -4.333 0.04 0.00 -0.02 0.403
H -0.184 2.129 -3.922 0.01 -0.02 0.03 0.351
H 0.663 4.108 -2.787 -0.02 0.01 -0.03 0.337
H -0.110 3.108 -1.538 0.06 -0.04 0.01 -0.031
Br 2.343 0.184 -1.434 -0.03 0.02 -0.05 -0.025
C 4.010 1.156 -1.650 -0.12 -0.03 0.00 -0.572
C 4.489 1.732 -0.343 0.01 0.06 0.00 -0.653
Br 3.418 3.260 0.206 -0.03 -0.02 0.01 -0.131
H 3.831 1.930 -2.389 0.05 0.00 -0.01 0.338
H 4.733 0.441 -2.037 0.01 -0.01 0.03 0.339
H 5.510 2.095 -0.434 -0.01 0.02 -0.01 0.394
H 4.428 1.008 0.464 0.03 -0.02 0.00 0.360
```
Positions in Å, forces in eV/Å.



No. 4
Computed, not measured: C10H18BrFN2O as an isolated structure in a non-equilibrium geometry, with the ωB97M-V functional and the def2-TZVPD basis.

Calculated values
- maximum force (eV Å⁻¹) = 6.1
- net charge = 0
- gap between HOMO and LUMO (eV) = 4.66

```
33
Properties=species:S:1:pos:R:3:forces:R:3:mulliken_charge:R:1
C 1.791 1.465 0.656 0.16 0.02 0.01 -0.588
C 3.215 0.868 0.135 -0.83 -0.13 0.00 -0.450
C 3.047 0.086 -1.292 1.42 1.76 0.66 -0.311
O 2.994 -1.357 -1.111 -1.79 0.04 -1.14 -0.370
C 1.739 -1.923 -1.534 -1.23 0.22 0.62 -0.618
C 0.681 -1.816 -0.313 -1.36 0.57 0.88 0.109
N -0.358 -0.799 -0.262 1.72 -3.31 1.90 0.197
C -1.160 -0.869 0.953 4.10 -4.15 0.61 0.327
C -2.364 0.026 1.490 -0.72 -0.59 0.17 0.040
F -1.831 1.084 2.342 -0.64 -1.77 -1.84 -0.317
C -3.363 0.552 0.361 -0.12 1.34 0.26 -0.453
C -2.668 1.358 -0.842 0.63 -2.07 -1.21 -0.576
C -0.472 -2.072 1.637 -1.78 2.48 -0.60 -0.605
N 0.638 -2.638 0.872 -3.48 4.78 -1.64 -0.038
H 1.075 1.666 -0.230 1.17 -0.17 1.43 0.059
H 1.930 2.455 1.228 -0.23 -1.62 -0.91 0.382
H 1.274 0.715 1.368 0.82 1.26 -1.15 0.088
H 3.566 0.136 0.955 -0.23 1.06 -1.54 0.256
H 4.014 1.697 0.008 -1.46 -1.37 0.21 0.341
H 3.994 0.342 -1.911 -1.59 -0.74 0.89 0.294
H 2.153 0.524 -1.861 1.11 -0.89 0.81 0.228
H 1.819 -3.024 -1.865 0.23 1.73 0.79 0.359
H 1.246 -1.354 -2.413 0.90 -0.81 1.35 0.339
H -0.474 -0.113 -1.022 -0.13 -0.40 0.56 0.235
H -2.987 -0.649 2.195 1.30 1.00 -1.01 0.297
H -4.058 -0.290 -0.029 1.48 1.13 0.76 0.323
H -4.080 1.303 0.883 1.24 -1.13 -0.69 0.300
H -2.647 0.634 -1.757 0.11 0.93 1.26 0.126
H -3.286 2.282 -1.195 1.15 -1.34 0.97 0.065
H -1.556 1.616 -0.642 -1.81 0.03 0.02 0.151
H -0.829 -2.430 2.672 1.03 0.32 -2.01 0.376
H 1.243 -3.426 1.168 -0.58 0.98 -0.60 0.275
Br -4.288 3.953 -0.643 -0.62 0.85 0.18 -0.839
```
Positions in Å, forces in eV/Å.



Ordered calculated total energy results: -85476.8130 -12825.7596 -525122.8578 -88443.6538; unit eV.
Ordered LUMO results: 0.0237 0.0014 0.0042 -0.0506; unit Eh.